1.
Formula: C3H6ClO3S
Source: the OMol25 dataset
Level of theory: ωB97M-V/def2-TZVPD

Results
charge: -1
E: -32707.744 eV
energy above the lowest of the compared OMol25 structures with the same formula, charge and spin: 3.103 eV
HOMO energy: -4.92 eV

Element x y z (Å)
1 C 1.1555 -1.0718 -0.4539
2 C 0.1294 1.8334 -0.3653
3 C -0.1067 -0.2728 -0.4852
4 O -0.4551 0.0433 2.2959
5 O -1.1151 -1.9688 1.0526
6 O -2.3114 0.1111 0.6462
7 S -1.0722 -0.4985 1.0842
8 Cl -1.0954 -0.6587 -1.8001
9 H 1.3486 -1.9636 -1.1281
10 H 1.0156 -1.3749 0.6641
11 H 1.9849 -0.3902 -0.5720
12 H -0.3493 1.8159 0.5655
13 H -0.3427 2.4127 -1.1710
14 H 1.2138 1.9829 -0.3330


2.
Formula: C24H69B3N3NaO2Sn
Source: the OMol25 dataset
Level of theory: ωB97M-V/def2-TZVPD

Results
charge: 0
E: -46842.383 eV
HOMO energy: -7.82 eV

Element x y z (Å)
1 Na 2.7291 -0.6991 1.4797
2 Sn 4.0605 0.2490 -2.6818
3 B 5.0619 -0.4072 0.1632
4 H 4.5865 -1.1990 -0.6192
5 H 4.3477 0.5150 -0.0296
6 H 5.0556 -0.7439 1.2702
7 H 6.1543 -0.0565 -0.0954
8 B 1.3579 0.0262 -1.0847
9 H 1.3442 1.1912 -1.2465
10 H 2.3725 -0.1215 -0.5394
11 H 0.4750 -0.3419 -0.3911
12 H 1.4600 -0.5784 -2.1046
13 B 4.3795 2.9882 -1.2675
14 H 3.2926 2.5360 -1.0841
15 H 4.5986 3.8578 -0.5039
16 H 5.2299 2.1460 -1.1824
17 H 4.4087 3.4128 -2.3809
18 C -6.0107 -2.9237 2.1183
19 C -4.5945 -3.2542 1.6363
20 N -4.0154 -2.3663 0.6271
21 C -3.6594 -1.0280 1.0988
22 C -2.3457 -0.5791 0.4296
23 C -4.6999 -2.3544 -0.6705
24 C -4.4822 -3.6663 -1.4168
25 H -5.9110 -2.0024 2.6991
26 H -6.4860 -3.6708 2.7507
27 H -6.6778 -2.6854 1.2891
28 H -3.8963 -3.0570 2.4543
29 H -4.5150 -4.3009 1.3425
30 H -4.4439 -0.3097 0.8324
31 H -3.4823 -1.0841 2.1732
32 H -1.6347 -1.4065 0.3896
33 H -2.4261 -0.2485 -0.6049
34 H -1.8578 0.1362 1.0864
35 H -4.3842 -1.4736 -1.2254
36 H -5.7824 -2.3467 -0.4853
37 H -5.0134 -3.6063 -2.3668
38 H -4.9175 -4.4573 -0.8026
39 H -3.4429 -3.9720 -1.5411
40 C 1.5977 -4.3808 4.2971
41 C 2.2939 -3.3455 3.4188
42 N 1.4671 -2.3944 2.6509
43 C 0.8101 -1.5380 3.6667
44 C -0.1302 -0.4905 3.0474
45 C 0.5464 -3.1356 1.7860
46 C 1.2215 -3.6583 0.5230
47 H 0.8163 -4.9833 3.8437
48 H 1.1523 -3.8694 5.1588
49 H 2.2856 -5.0266 4.8456
50 H 2.9993 -2.7311 3.9855
51 H 2.9829 -3.8849 2.7595
52 H 0.1279 -2.0933 4.3209
53 H 1.5444 -1.0591 4.3152
54 H -0.4305 0.1686 3.8664
55 H 0.3273 0.1489 2.2912
56 H -1.0372 -0.9844 2.7167
57 H -0.2785 -2.4702 1.5292
58 H -0.0375 -3.9398 2.2512
59 H 1.7624 -4.5765 0.7374
60 H 1.8212 -2.8412 0.1103
61 H 0.5157 -3.7881 -0.2991
62 C -0.6807 2.7052 0.9098
63 C -0.8529 4.1405 0.4415
64 N 0.2417 5.0060 0.8090
65 C 0.4560 5.1343 2.2518
66 C -0.6545 5.8849 2.9885
67 C 0.2026 6.3280 0.1731
68 C 0.3955 6.2262 -1.3389
69 H -0.7457 2.7009 2.0011
70 H 0.3160 2.3348 0.6677
71 H -1.3982 2.0390 0.4409
72 H -1.0467 4.0596 -0.6350
73 H -1.8698 4.5162 0.6735
74 H 0.5197 4.1244 2.6537
75 H 1.3827 5.6822 2.4258
76 H -0.4556 5.9142 4.0606
77 H -0.7430 6.9257 2.6690
78 H -1.6341 5.4528 2.7748
79 H 0.9598 6.9466 0.6542
80 H -0.7760 6.8093 0.3309
81 H 1.3291 5.6948 -1.5495
82 H 0.5990 7.2184 -1.7425
83 H -0.4144 5.6468 -1.7703
84 C 2.4359 -3.9564 -5.3017
85 C 1.9397 -2.8975 -4.3419
86 O 2.4381 -1.7880 -4.3486
87 C 0.9081 -3.2375 -3.2755
88 H 3.5219 -3.9815 -5.2284
89 H 2.1191 -3.6703 -6.3042
90 H 2.0462 -4.9360 -5.0334
91 H 1.1570 -2.6431 -2.4013
92 H 0.9432 -4.3107 -3.0978
93 H -0.0534 -2.9398 -3.6987
94 C 0.0000 3.4503 -4.0339
95 C 0.4418 2.0100 -3.9214
96 O 1.6149 1.7022 -3.9342
97 C -0.6055 0.9714 -3.6247
98 H -0.7226 3.5981 -3.2282
99 H -0.2949 3.6858 -5.0530
100 H 0.8350 4.0662 -3.6955
101 H -0.5251 0.7285 -2.5653
102 H -0.3256 0.1016 -4.2209
103 H -1.5976 1.3117 -3.9188


3.
Formula: C22H36CdO3P2
Source: the OMol25 dataset
Level of theory: ωB97M-V/def2-TZVPD

Results
charge: 0
E: -52674.820 eV
energy above the lowest of the compared OMol25 structures with the same formula, charge and spin: 0.014 eV
HOMO energy (alpha / beta): -4.40 / -4.40 eV

Element x y z (Å)
1 P -0.3201 -2.4117 -3.3282
2 P -0.0733 1.5899 -3.3290
3 C -0.8250 -0.9474 -4.3007
4 C 0.2576 0.1565 -4.3541
5 H -1.8101 -0.5936 -3.9437
6 H -1.0012 -1.2830 -5.3370
7 H 1.2695 -0.2203 -4.1108
8 H 0.3134 0.5513 -5.3804
9 C -1.6563 2.3262 -3.7647
10 H -1.9835 2.9784 -2.9385
11 H -2.4171 1.5555 -3.9599
12 H -1.4770 2.9337 -4.6637
13 C 1.1643 2.8216 -3.6626
14 H 0.7563 3.4663 -4.4528
15 H 2.0843 2.3317 -4.0088
16 H 1.3568 3.3980 -2.7485
17 C -1.7736 -3.4118 -3.0962
18 H -1.6573 -4.0286 -2.1938
19 H -1.8821 -4.0569 -3.9828
20 H -2.6625 -2.7689 -2.9978
21 C 0.8509 -3.2643 -4.4185
22 H 1.6520 -2.5966 -4.7643
23 H 0.2990 -3.6340 -5.2944
24 H 1.3093 -4.1140 -3.8995
25 Cd -1.6604 -0.9153 2.6369
26 C 1.0914 1.4275 -0.8409
27 C -0.1324 1.2541 -1.6139
28 C -1.0546 0.0300 -1.2020
29 C -0.3551 -1.2581 -0.7473
30 C 0.5204 -2.0549 -1.7648
31 C 1.8776 -1.5920 -2.0793
32 C 2.6347 -0.5673 -1.3666
33 C 1.9873 0.4323 -0.3261
34 C -0.0553 -2.3093 2.6509
35 H 1.3351 2.4646 -0.6074
36 H -0.7293 2.1519 -1.3312
37 H -1.8103 -0.1888 -1.9741
38 H -1.6478 0.3923 -0.3397
39 H 0.2538 -1.0348 0.1288
40 H -1.1233 -1.9388 -0.3362
41 H 0.5678 -3.1004 -1.3590
42 H 2.4618 -2.3094 -2.6883
43 H 3.0689 0.0644 -2.1820
44 H 3.5305 -0.9985 -0.8561
45 H 1.6070 -0.1222 0.5430
46 H 2.8289 1.0286 0.0687
47 H 0.7454 -1.8484 3.2488
48 H 0.3286 -2.5407 1.6516
49 H -0.3881 -3.2329 3.1458
50 O 1.4401 2.2715 5.6995
51 C 0.4422 2.0990 6.5677
52 C 0.5723 2.6252 7.8702
53 C -0.4634 2.4266 8.7746
54 C -1.6416 1.7476 8.4014
55 C -1.7750 1.2659 7.0913
56 C -0.7506 1.4304 6.1601
57 C -0.8305 0.8456 4.7795
58 O -1.8995 0.1726 4.5238
59 O 0.1214 0.9953 3.9503
60 H 1.1253 1.8122 4.8396
61 H 1.4989 3.1390 8.1384
62 H -0.3574 2.8026 9.7906
63 H -2.4664 1.6209 9.1135
64 H -2.6723 0.7339 6.7706